25
Properties=species:S:1:pos:R:3:forces:R:3 method="wB97M-V/def2-TZVPD" de_lowest_ev=4.713 energy_ev=-16597.602 homo_lumo_gap_ev="8.586 / 8.587" homo_ha="-0.3187 / -0.3187"
O 0.756 -1.127 0.467 -0.446 0.921 -0.500
O -1.357 0.507 0.503 0.021 -0.947 0.312
N 0.211 0.250 -2.805 0.364 -0.277 1.166
N 2.828 2.635 0.482 2.516 0.600 1.853
C -0.801 1.635 0.062 1.361 1.081 0.933
C 0.677 -0.070 -1.791 -0.184 -0.433 -0.292
C 3.598 -1.140 0.393 0.335 0.859 -1.075
C -3.141 0.465 -1.212 -0.116 -1.713 2.938
C 2.741 -0.515 -0.683 -0.682 -1.447 0.254
C 1.685 2.280 0.335 -0.627 -0.696 0.661
C 1.395 -0.558 -0.592 1.585 -0.083 -1.333
C -2.740 0.369 0.312 -2.588 -0.444 -1.182
C 0.484 1.869 0.249 -0.614 0.156 -0.108
H -3.240 1.108 0.949 -0.040 0.260 -0.418
H 0.073 -0.455 0.695 0.012 -0.943 0.270
H -1.437 2.421 -0.264 -0.786 0.233 -0.813
H -3.211 1.454 -1.346 0.317 3.689 -1.594
H 2.964 -1.216 1.230 -0.436 -0.407 1.310
H 4.083 -2.101 0.176 -0.453 0.175 -0.289
H -3.188 -0.569 0.653 1.253 -0.277 0.427
H 3.477 2.284 1.278 -1.672 0.255 -2.152
H 3.189 -0.144 -1.585 0.061 0.200 -0.242
H -4.110 0.107 -1.477 -0.896 -0.634 0.507
H 4.399 -0.447 0.603 0.386 0.195 0.278
H -2.469 -0.074 -1.807 1.330 -0.320 -0.911

27
Properties=species:S:1:pos:R:3:forces:R:3 method="wB97M-V/def2-TZVPD" de_lowest_ev=1.999 energy_ev=-29484.838 homo_lumo_gap_ev=8.258 homo_ha=-0.3259
S 3.261 -0.223 -0.327 -0.253 -0.830 -0.401
O 3.371 0.531 0.919 0.274 0.047 0.065
O 2.774 0.926 -1.432 -0.074 -0.516 0.529
O 4.487 -0.730 -0.879 0.155 0.305 -0.093
N 0.887 1.037 1.116 -0.295 -0.643 0.236
N 2.098 -1.237 -0.198 0.183 0.893 0.514
C 0.417 -0.170 1.246 0.554 0.540 0.131
C -1.209 1.813 0.089 0.219 0.064 0.122
C -1.220 -1.923 0.680 0.164 0.261 0.043
C -0.822 -0.585 0.649 -0.829 -0.013 -0.412
C -1.627 0.373 0.012 0.205 -0.113 0.187
C -2.398 -2.309 0.074 -0.048 -0.063 0.012
C -3.191 -1.363 -0.561 0.093 0.060 0.042
C -2.807 -0.031 -0.587 -0.065 -0.059 -0.042
C 0.312 1.947 0.148 -0.427 0.380 -0.406
H -4.114 -1.662 -1.034 -0.065 -0.033 -0.043
H -2.705 -3.344 0.094 -0.002 -0.085 -0.001
H -1.593 2.371 -0.766 0.018 0.009 0.050
H -3.436 0.697 -1.080 -0.023 0.088 -0.025
H -1.651 2.248 0.993 -0.005 0.038 -0.036
H 0.758 1.728 -0.829 -0.048 0.033 0.144
H 3.539 1.052 -1.992 0.397 0.174 -0.354
H 0.595 2.963 0.432 -0.006 -0.102 -0.077
H 0.938 -0.842 1.910 0.156 0.011 -0.039
H -0.583 -2.645 1.164 0.092 -0.137 0.056
H 1.938 1.081 1.236 -0.321 0.101 0.341
H 1.981 -1.704 -1.076 -0.049 -0.410 -0.544

25
Properties=species:S:1:pos:R:3:forces:R:3 method="wB97M-V/def2-TZVPD" de_lowest_ev=2.523 energy_ev=-25388.236 smiles="CC1=C[C@]12SC[C@@]1(C)NC(=O)N[C@H]12" homo_lumo_gap_ev=9.099 homo_ha=-0.3113
S 1.288 1.507 -1.075 -0.341 0.019 0.104
O -3.084 -1.880 -0.508 0.039 -0.141 -0.762
N -2.347 0.299 -0.262 -2.364 1.195 -0.757
N -0.968 -1.288 0.298 -3.150 -0.974 -1.316
C 2.275 -1.052 -0.213 0.111 -1.460 -0.190
C 1.459 -1.359 -1.223 0.464 -1.253 1.313
C -1.194 1.027 0.074 2.332 -0.213 -1.226
C -0.510 1.541 -1.277 -0.482 0.722 1.025
C -0.260 -0.123 0.517 4.596 -0.021 1.089
C -1.414 2.064 1.134 -0.968 0.677 1.047
C -2.234 -1.051 -0.293 0.591 -0.236 2.353
C 1.145 -0.194 -0.396 -2.526 2.613 0.252
C 3.475 -1.493 0.622 -0.736 0.045 -0.969
H 0.164 -0.049 1.578 -0.949 0.180 -1.087
H 3.233 -1.616 1.754 0.597 0.015 -2.230
H 4.299 -0.782 0.416 -0.444 -0.074 0.682
H -0.863 2.589 -1.466 0.279 -1.075 -0.346
H -2.056 1.594 1.939 1.190 0.475 -0.420
H -3.204 0.822 -0.436 0.266 -0.829 -0.129
H 3.776 -2.381 0.012 0.014 0.060 1.474
H -0.719 -2.249 0.318 0.803 -0.377 0.299
H -0.463 2.497 1.472 -0.177 -0.544 0.295
H 0.997 -2.169 -1.827 0.731 1.016 0.197
H -0.802 0.777 -2.017 0.048 0.762 -0.115
H -1.992 2.968 0.858 0.074 -0.583 -0.583

24
Properties=species:S:1:pos:R:3:forces:R:3 method="wB97M-V/def2-TZVPD" de_lowest_ev=2.231 energy_ev=-23340.760 smiles="CC[C@H](C=S)Cc1cncnc1" homo_lumo_gap_ev=8.492 homo_ha=-0.3271
S 0.000 2.905 0.523 1.137 -1.295 -0.800
N -3.684 -0.423 0.948 -1.410 0.992 -0.564
N -3.245 0.313 -1.275 0.673 -0.964 0.247
C 2.987 -1.189 -0.327 2.165 -2.642 1.649
C 2.483 0.074 0.317 0.629 2.082 1.024
C 1.002 0.375 -0.138 1.679 -1.303 0.486
C -1.417 -0.273 0.168 -1.404 1.239 -1.139
C -4.062 -0.006 -0.286 -0.833 -0.372 -0.096
C -0.034 -0.336 0.667 -0.207 1.060 -1.579
C -2.412 -0.356 1.166 1.905 -1.940 0.728
C 0.902 1.808 -0.337 -2.495 2.289 1.469
C -1.894 0.062 -1.102 -1.890 0.648 0.198
H -1.391 0.238 -2.071 0.457 -0.263 1.060
H 1.035 -0.007 -1.138 -0.176 -0.489 -0.849
H 2.811 0.192 1.444 -1.580 -0.777 -1.753
H 2.885 -1.284 -1.383 -0.239 0.597 -0.962
H -2.018 -0.658 2.182 -0.723 0.623 -0.871
H 2.594 -2.253 0.022 0.403 2.443 -0.043
H 1.379 2.154 -1.224 0.705 0.395 -0.536
H -0.081 0.198 1.544 0.033 1.049 2.513
H 0.187 -1.322 0.908 0.953 -1.882 0.253
H 4.110 -1.228 -0.126 -1.308 -0.207 -0.302
H 3.052 1.012 -0.008 -0.232 -1.503 -0.343
H -5.189 0.004 -0.477 1.756 0.220 0.211

25
Properties=species:S:1:pos:R:3:forces:R:3 method="wB97M-V/def2-TZVPD" de_lowest_ev=0.613 total_charge=+1 energy_ev=-16039.030 smiles="CO[C@@H]1Nc2ccccc2NC1=[NH2+]" homo_lumo_gap_ev=9.078 homo_ha=-0.4379
O -1.546 0.614 -0.739 0.065 -0.372 0.116
N 0.157 -1.881 -0.111 0.015 -0.868 -0.290
N -0.109 0.573 1.169 -0.327 0.191 0.287
N -2.067 -2.412 0.377 0.121 -0.470 -0.124
C 1.105 0.249 0.581 0.411 -0.385 -0.302
C -2.207 1.869 -0.837 -0.034 0.257 -0.053
C 2.227 1.066 0.705 -0.109 -0.163 -0.123
C 1.236 -0.972 -0.091 0.593 0.755 0.159
C 3.538 -0.497 -0.569 -0.014 0.017 0.056
C -1.056 -1.589 0.240 -0.925 4.156 0.904
C -1.305 0.172 0.547 0.479 -3.449 -0.746
C 2.445 -1.333 -0.676 -0.214 0.119 0.090
C 3.430 0.692 0.141 -0.050 -0.048 -0.022
H 2.520 -2.268 -1.211 0.024 -0.150 -0.063
H -2.407 2.012 -1.896 -0.030 0.070 0.074
H -2.166 0.283 1.217 0.123 0.010 -0.074
H -1.572 2.682 -0.477 -0.011 -0.015 -0.011
H 2.144 1.995 1.246 -0.031 0.148 0.074
H -0.123 1.426 1.710 -0.114 -0.081 0.012
H 4.475 -0.772 -1.023 0.086 -0.063 -0.060
H 0.403 -2.827 -0.402 -0.153 0.161 0.108
H -3.149 1.863 -0.281 0.009 -0.021 -0.009
H -1.977 -3.407 0.214 -0.065 0.102 0.034
H 4.291 1.335 0.247 0.054 0.060 0.000
H -2.987 -2.064 0.595 0.097 0.040 -0.040

26
Properties=species:S:1:pos:R:3:forces:R:3 method="wB97M-V/def2-TZVPD" de_lowest_ev=1.992 total_charge=+1 energy_ev=-18082.683 smiles="[NH2+]=c1ccn(/C=C2/C[C@H]2CO)c(=O)[nH]1" homo_lumo_gap_ev=7.101 homo_ha=-0.4204
O 0.001 0.641 -1.407 1.399 -0.526 0.019
O -3.109 0.960 1.702 -1.772 1.460 0.537
N 0.775 -0.958 0.040 0.711 0.193 -0.653
N 2.135 0.801 -0.734 2.275 0.132 -0.674
N 4.464 0.890 -0.145 -0.861 -0.328 -0.483
C -1.750 -0.741 -0.297 5.008 -2.950 4.570
C 0.919 0.139 -0.796 -1.506 2.387 -0.488
C -2.540 0.470 -0.497 -0.821 -0.445 0.305
C -3.211 -0.876 -0.296 0.481 0.000 -0.944
C 1.871 -1.551 0.505 1.919 -2.226 0.647
C 3.268 0.246 -0.221 0.627 1.366 0.879
C -2.953 1.624 0.450 2.193 -2.552 -0.085
C -0.474 -1.497 0.112 -7.947 2.530 -1.328
C 3.117 -0.992 0.389 -0.547 -1.392 0.440
H -4.070 1.120 1.853 1.254 -0.536 0.719
H 1.953 -2.631 0.963 -1.370 2.369 -0.791
H -3.945 -0.966 0.474 0.385 -0.362 0.995
H 4.769 1.859 -0.249 -0.941 -0.466 -0.329
H 2.285 1.573 -1.404 -0.691 -0.489 0.626
H -2.464 0.816 -1.456 0.018 0.803 -2.630
H 3.853 -1.630 0.868 0.596 0.824 -0.338
H -3.511 -1.393 -1.168 -0.582 -0.350 -1.054
H -0.558 -2.459 0.589 -0.045 -0.155 -0.311
H -3.931 1.990 0.139 0.498 0.572 -0.424
H 5.172 0.272 0.171 0.794 -0.215 0.355
H -2.067 2.293 0.417 -1.076 0.356 0.439